C4H8O2 | ωB97M-V/def2-TZVPD

Structure (ORCA input):
```
! wB97M-V def2-TZVPD RIJCOSX def2/J DEFGRID3
* xyz 0 1
O -1.41890 -0.57604 1.45230
O 1.36267 -1.81728 -0.48270
C 1.24016 -0.49733 -1.05077
C -0.17387 -0.55803 -0.60109
C -0.75223 1.50765 0.39920
C -0.37526 0.04610 0.73126
H -1.09526 1.97533 1.32566
H 0.09190 2.08074 0.00150
H -1.96765 -1.00383 0.77905
H 1.43716 -0.47289 -2.12705
H -1.57699 1.53760 -0.32131
H 0.75583 -2.39355 -0.97533
H 1.95802 0.13278 -0.51021
H 0.51442 0.03874 1.37949
*
```

For the LUMO energy, the calculation gives 0.257 eV. The calculation puts the gap between HOMO and LUMO at 9.2 eV. Its largest force on an atom is 0.30 eV/A. The value obtained for the HOMO energy is -0.330 hartree. The energy above the lowest of the compared OMol25 structures with the same formula, charge and spin comes out at 447.2 kJ/mol.

Atomic partial charges in e from the Löwdin method, atoms 1 to 6: O -0.0492; O -0.0337; C -0.2620; C 0.0683; C -0.0363; C -0.5100


C4H7NO | ωB97M-V/def2-TZVPD

Structure (ORCA input):
```
! wB97M-V def2-TZVPD RIJCOSX def2/J DEFGRID3
* xyz 0 1
O 1.86488 0.07512 -0.73588
N -1.38951 0.05866 -1.01850
C 0.31407 1.01798 1.35830
C -0.62337 0.07302 1.30306
C -1.14182 -0.55670 0.06896
C 1.25504 -0.65010 -1.48355
H 0.64508 1.42262 2.30967
H 1.10745 -1.72546 -1.26178
H 0.82078 1.39560 0.47412
H -1.19666 -0.21592 2.17863
H -1.35901 -1.63495 0.10261
H 0.81033 -0.29390 -2.42976
H -1.10728 1.03401 -0.86588
*
```

Its SMILES is [H]/N=C\C=C.C=O. For the LUMO energy, the calculation gives 0.759 eV. The calculation puts the gap between HOMO and LUMO at 10.7 eV. Its largest force on an atom is 0.80 eV/A. The value obtained for the HOMO energy is -0.367 hartree. The energy above the lowest of the compared OMol25 structures with the same formula, charge and spin comes out at 282.4 kJ/mol.

Atomic partial charges in e from the Löwdin method, atoms 1 to 6: O -0.0456; N 0.0905; C 0.0224; C -0.1598; C -0.2883; C -0.1636


C2H3I3O2 | ωB97M-V/def2-TZVPD

Structure (ORCA input):
```
! wB97M-V def2-TZVPD RIJCOSX def2/J DEFGRID3
* xyz 0 1
I 4.48391 -0.83132 1.93891
I -0.82659 -1.65229 -1.76197
I -2.93302 0.43632 0.97413
O 0.04693 0.49863 0.48469
O -1.97797 0.99476 -2.34867
C -1.40849 0.42213 -1.48849
C -1.05029 0.94603 -0.13660
H -1.03651 2.03700 -0.15607
H 4.53163 -2.38948 2.13015
H 0.17040 -0.46177 0.36392
*
```

For the LUMO energy, the calculation gives -0.679 eV. The calculation puts the gap between HOMO and LUMO at 9.1 eV. Its largest force on an atom is 1.18 eV/A. The value obtained for the HOMO energy is -0.360 hartree. The energy above the lowest of the compared OMol25 structures with the same formula, charge and spin comes out at 0.0 kJ/mol.

Atomic partial charges in e from the Löwdin method, atoms 1 to 6: I 0.3890; I 0.8498; I 0.7807; O -0.1059; O 0.0311; C -0.9177


C25H52Cl30O5S2 | ωB97M-V/def2-TZVPD

Structure (ORCA input):
```
! wB97M-V def2-TZVPD RIJCOSX def2/J DEFGRID3
* xyz 0 1
Cl 5.94873 -5.56272 9.22577
Cl -0.55797 -3.36389 9.31693
Cl 4.02585 -5.83049 4.14565
Cl 6.19713 -9.50044 12.81090
Cl 2.11335 0.53462 2.19031
Cl 7.48126 0.65521 -3.50898
Cl -0.17402 -2.80656 6.48126
Cl -5.88706 -1.68000 5.42883
Cl -3.82788 7.43670 -10.87824
Cl 3.95632 1.02908 -8.00285
Cl -2.20468 -0.78122 2.92976
Cl 5.07010 -8.57775 10.28552
Cl 7.45607 3.45433 -2.69450
Cl 1.97073 -2.36600 1.93518
Cl -3.94423 -0.55229 7.28699
Cl 6.88349 -2.24869 4.19688
Cl -10.18133 0.24389 7.81529
Cl -5.79004 -5.38984 2.00643
Cl 9.26560 -2.96794 5.71587
Cl 4.77901 1.04250 -5.20606
Cl -3.52416 5.66921 -8.20612
Cl -4.66300 -6.31253 4.53180
Cl -7.79922 -0.47536 9.33427
Cl 5.66169 -5.28910 1.79405
Cl -1.58132 6.79692 -6.34797
Cl -2.08910 -7.56472 7.58845
Cl 3.56662 -4.84347 7.70679
Cl -4.14751 -1.90892 1.07161
Cl -0.94044 -6.10365 5.34236
Cl -5.82741 5.32354 -10.68970
S -0.93400 3.62320 0.37612
S -0.94831 4.52930 -2.31032
O 0.39028 5.42525 -2.95698
O -0.98535 4.97153 -0.66526
O -0.58915 3.04057 -2.53088
O -2.03236 2.54963 0.09885
O -1.25751 4.17931 1.81742
C 4.94558 -5.94368 7.82093
C 0.57897 5.08374 -4.38286
C 4.54620 -4.60505 2.98265
C -3.91324 3.96249 -4.91841
C 0.81182 2.87472 -7.00506
C 5.48607 -8.13302 11.94510
C -1.82766 2.20533 -7.42803
C -4.58471 -0.50344 5.64005
C -5.37407 -4.94511 3.66601
C -0.26320 1.72154 -7.55953
C -2.22181 6.84577 -7.99491
C -1.18171 -3.62209 7.68313
C 0.80601 2.85997 0.54479
C 1.27218 2.62496 -5.44265
C 5.26846 1.37893 -6.87107
C 1.77308 3.97642 -4.65549
C 8.26244 -3.34891 4.31102
C -2.84517 -0.73236 1.28282
C 7.51564 1.77604 -2.14238
C 1.43449 -0.95561 2.85619
C -8.80237 -0.85632 7.92943
C -5.13494 6.58802 -11.71273
C -3.94143 2.62215 -5.90130
C -1.42350 -7.68974 5.95555
C -2.37772 2.04013 -5.88642
H 2.16443 3.63990 -3.58429
H -0.45337 4.77743 -4.85146
H -4.73860 6.13184 -12.62312
H -4.97365 0.49774 5.43917
H -0.54881 -8.34430 5.97701
H -4.89345 4.60563 -5.00058
H 5.04932 -3.79671 3.51880
H 1.79324 2.70488 -7.66106
H -4.69814 1.81093 -5.49719
H 5.55080 -5.85072 6.91592
H 7.89358 -4.37321 4.40456
H 3.66883 -4.21280 2.46269
H 6.20686 -7.31205 11.92344
H -1.19110 -4.69399 7.47113
H -0.17384 0.70230 -6.97704
H -3.23410 0.26882 1.08194
H -2.61075 7.84695 -8.19579
H -2.30315 0.95455 -5.45208
H 0.76663 2.18651 1.52495
H -2.19807 -3.22530 7.62346
H 2.18151 1.87128 -5.48122
H -4.27472 2.91956 -6.98308
H 0.92020 6.09422 -4.91385
H -3.77955 -0.73410 4.93826
H 8.86766 -3.25594 3.40601
H 6.13008 0.75530 -7.12148
H 1.52572 3.75908 0.79326
H -0.03512 1.61775 -8.70894
H 5.53963 2.43404 -6.95585
H -2.49751 1.50176 -8.11484
H 4.57672 -6.96799 7.91447
H 8.43776 1.61997 -1.57731
H -3.02304 4.69727 -5.22026
H 2.71372 4.47924 -5.18771
H -1.99860 3.34697 -7.72336
H 4.57979 -7.81463 12.46594
H -2.04000 -0.96302 0.58104
H -2.18336 -8.11099 5.29287
H -5.91762 7.30569 -11.97028
H -1.70794 2.72528 -5.18315
H -1.41664 6.61511 -8.69670
H -4.65328 -4.12414 3.64435
H -9.17123 -1.88062 8.02297
H 0.37873 2.08666 -4.87109
H 1.76097 -1.06285 3.89344
H 0.44660 3.96525 -7.23470
H -8.19715 -0.76335 7.02441
H -3.77260 3.66523 -3.79438
H 0.34400 -0.89847 2.81669
H 1.12678 2.23898 -0.39403
H 6.65256 1.58171 -1.50103
H -6.28034 -4.62672 4.18685
*
```

For the LUMO energy, the calculation gives -0.312 eV. The calculation puts the gap between HOMO and LUMO at 9.8 eV. Its largest force on an atom is 8.78 eV/A. The value obtained for the HOMO energy is -0.371 hartree.

Atomic partial charges in e from the Löwdin method, atoms 1 to 6: Cl 0.4918; Cl 0.5063; Cl 0.5117; Cl 0.5024; Cl 0.5895; Cl 0.4756


C41H55N3O4P3PtSi2Te | ωB97M-V/def2-TZVPD

Structure (ORCA input):
```
! wB97M-V def2-TZVPD RIJCOSX def2/J DEFGRID3
* xyz 1 1
Pt -0.25982 -0.35730 -0.23722
Te -1.25373 -0.74902 -2.68636
P -0.09628 1.35336 1.91488
P -2.58469 1.21861 -2.16105
P 2.12843 1.16673 -0.50397
Si -2.52285 -0.35591 2.57839
Si 2.64898 -1.01710 -2.62290
O -2.31230 2.37523 -3.22326
O -2.99634 -2.01204 -0.28066
O -4.14231 0.89618 -2.23461
O -2.22022 1.60468 -0.81761
N -1.02494 0.03341 1.77050
N 1.86358 -0.19456 -1.30214
N -0.12212 -2.50683 0.02457
C -1.58683 4.61107 3.83893
C -1.89539 2.16969 -4.58103
C 2.30659 2.65053 -1.50904
C 4.46230 2.21242 0.69208
C -2.13257 5.36344 2.80765
C 2.51161 4.88825 -3.14176
C 2.58425 0.00298 -4.20722
C -1.02132 -3.49598 -0.02002
C 5.55017 2.14104 1.54984
C -0.46332 2.61754 -4.74866
C -0.88703 2.94134 2.24496
C -2.58376 -2.23353 2.83526
C 3.56662 1.15272 0.59833
C 0.60681 1.18937 0.34114
C -4.02713 0.27893 1.64162
C 1.37991 4.69843 -2.36658
C 4.44006 -1.31421 -2.12668
C 5.75126 1.01324 2.32746
C 3.00263 2.08645 4.44514
C -0.96162 3.40903 3.55820
C -2.51113 0.43838 4.28778
C 1.14846 -2.81130 0.34824
C 1.82022 -2.67838 -2.97820
C 1.13640 1.19587 3.22216
C 3.43873 2.83889 -2.30151
C 2.03352 2.23165 3.47131
C -6.32167 0.73857 -3.17902
C -1.44993 3.69497 1.21994
C 2.18432 -0.12222 4.93903
C 1.22354 0.01532 3.94806
C -4.84104 0.69909 -3.47100
C -2.45896 -3.28870 -0.46129
C 1.27216 3.57434 -1.56196
C -2.06245 4.90379 1.50185
C 4.84541 -0.03867 2.26423
C 3.76428 0.03566 1.41085
C 0.64883 -5.11820 0.60736
C -0.64942 -4.81373 0.26554
C 1.57303 -4.08186 0.65061
C 3.07118 0.91248 5.18713
C 3.53943 3.95061 -3.11674
H 2.23818 -1.03418 5.51832
H -4.55465 1.48602 -4.17439
H 2.61119 -4.24799 0.89401
H 4.24549 2.11560 -2.28778
H 6.60330 0.95506 2.98960
H -0.52110 2.84249 4.36768
H 1.96732 3.15750 2.91102
H 0.53248 -0.79184 3.73723
H -2.58203 2.75540 -5.19698
H -1.40565 -5.58449 0.22162
H 4.99187 -0.38465 -1.99088
H -4.94722 -0.20734 1.96736
H 1.58296 -0.04132 -4.63364
H 4.96017 -1.89605 -2.88541
H 3.27643 -0.40537 -4.94320
H 1.00832 -2.92165 -2.29595
H 3.05262 -0.78008 1.39590
H 0.19731 2.04395 -4.09664
H -4.13421 1.34676 1.83490
H -6.88522 0.60810 -4.10144
H -6.59902 1.69310 -2.73692
H 4.50656 -1.86304 -1.18714
H 0.57358 5.41936 -2.39315
H 3.82000 0.80877 5.96007
H -3.24251 -0.08262 4.90780
H 2.53993 -3.49413 -2.92130
H -1.72967 -2.73642 2.38727
H 4.31806 3.10876 0.10500
H -2.61625 6.30599 3.02405
H 1.40696 -2.68006 -3.98393
H -3.05990 -4.04477 0.05530
H -2.54744 -2.44499 3.90263
H 1.83764 -1.98242 0.30057
H 0.93606 -6.13584 0.83211
H 0.37557 3.40518 -0.98072
H -1.54885 0.35728 4.79368
H -2.02030 1.11281 -4.84638
H 2.83569 1.05141 -4.06171
H -4.53934 -0.27220 -3.88121
H -3.38483 -1.94854 0.59786
H 3.69946 2.88976 4.63516
H -3.49297 -2.70719 2.46794
H -0.36393 3.67332 -4.50353
H -2.79678 1.48664 4.25842
H -2.49698 -3.52826 -1.52994
H -3.94297 0.19018 0.56120
H 6.24117 2.97056 1.60396
H 4.98042 -0.91093 2.88862
H 2.59591 5.76218 -3.77164
H 4.41768 4.08987 -3.73091
H -0.14401 2.47125 -5.78048
H -2.49748 5.48216 0.69868
H -1.64145 4.96331 4.86021
H -1.45527 3.30425 0.21202
H -6.59775 -0.05831 -2.49188
*
```

For the LUMO energy, the calculation gives -3.712 eV. The calculation puts the gap between HOMO and LUMO at 6.1 eV. Its largest force on an atom is 1.88 eV/A. The value obtained for the HOMO energy is -0.361 hartree. The energy above the lowest of the compared OMol25 structures with the same formula, charge and spin comes out at 68.2 kJ/mol.

Atomic partial charges in e from the Löwdin method, atoms 1 to 6: Pt 0.9913; Te 0.8440; P 0.7562; P 0.1667; P 0.7402; Si 0.3915